2 unconnected molecules or ions with the total composition HNO2S in a non-equilibrium geometry. Source: OMol25; level of theory: wB97M-V/def2-TZVPD.

CARTESIAN COORDINATES (ANGSTROEM)
N (0.411, 0.311, -0.317)
O (1.409, -0.339, -0.620)
O (-1.004, -1.362, 1.344)
S (-1.191, -0.233, 0.415)
H (0.375, 1.623, -0.822)

Computed properties:
LUMO energy (alpha / beta) = -0.3 / -2.1 eV
Expectation value of S² = 2.0112
2S+1 = 3
Net charge = 0
Frontier orbital gap (alpha / beta) = 0.2968 / 0.2929 Eh
Maximum force = 4.8 eV/A